Record 1
Entry from OMol25: C32H53NP2Pd as an isolated structure (ωB97M-V with the def2-TZVPD basis set).

```
89
C32H53NP2Pd | OMol25 | ωB97M-V with the def2-TZVPD basis set
Pd 2.42 0.43 -0.43
C -1.07 -0.79 2.27
C -1.03 0.59 1.91
C -1.92 -0.58 0.15
C -1.64 -1.51 1.18
C -1.55 0.71 0.60
C -0.65 -1.39 3.55
H 0.00 -0.71 4.12
H -0.07 -2.32 3.39
H -1.51 -1.64 4.19
C -1.88 -2.96 1.09
H -1.66 -3.45 2.05
H -1.24 -3.43 0.32
H -2.92 -3.17 0.83
C -2.52 -0.94 -1.15
H -3.55 -1.31 -1.04
H -1.94 -1.74 -1.64
H -2.54 -0.07 -1.83
C -1.71 1.96 -0.17
H -2.76 2.29 -0.18
H -1.40 1.82 -1.22
H -1.11 2.77 0.26
C -0.60 1.70 2.78
H -1.47 2.21 3.23
H -0.04 2.46 2.20
H 0.04 1.35 3.59
C 4.33 0.07 -0.20
C 3.69 0.30 1.06
C 3.75 1.68 1.70
C 3.10 2.79 0.83
C 2.61 2.35 -0.57
C 3.54 2.75 -1.69
C 4.76 1.89 -1.98
C 5.31 1.07 -0.79
H 4.81 1.93 1.91
H 3.79 3.63 0.73
H 3.23 1.59 2.67
H 5.72 1.71 0.01
H 4.41 -0.97 -0.55
H 3.56 -0.56 1.73
H 6.16 0.44 -1.14
H 4.55 1.19 -2.82
H 3.89 3.76 -1.43
H 5.57 2.55 -2.35
H 2.23 3.17 1.39
H 1.59 2.75 -0.70
P 3.43 -2.15 3.73
C 5.20 -2.62 3.66
C 3.58 -0.81 4.99
P 3.08 3.81 -3.49
C 3.22 2.58 -4.80
C 1.31 4.14 -3.30
C 3.97 5.34 -3.83
H 5.41 -2.99 2.64
H 5.27 -3.46 4.36
H 5.89 -1.81 3.92
H 3.14 0.12 4.60
H 4.61 -0.63 5.34
H 2.96 -1.17 5.82
H 4.78 5.47 -3.09
H 3.28 6.19 -3.76
H 4.41 5.31 -4.83
H 3.03 3.05 -5.78
H 4.23 2.14 -4.80
H 0.81 4.09 -4.28
H 1.17 5.14 -2.87
H 0.86 3.39 -2.63
C -0.49 0.49 -4.88
N -0.22 -0.67 -4.05
C -1.20 -1.73 -4.25
C 0.69 -0.62 -3.09
C 1.05 -1.69 -2.19
C 0.92 -3.06 -2.55
C 1.00 -4.06 -1.57
C 1.25 -3.71 -0.24
C 1.56 -2.38 0.08
C 1.54 -1.43 -0.89
H -1.20 1.19 -4.39
H -0.94 0.13 -5.81
H 0.42 1.05 -5.11
H -1.06 -2.58 -3.58
H -2.22 -1.33 -4.11
H -1.12 -2.07 -5.30
H 2.49 1.75 -4.68
H 1.16 0.37 -2.94
H 0.76 -3.34 -3.59
H 0.83 -5.10 -1.85
H 1.26 -4.48 0.53
H 1.81 -2.12 1.11
```

Its LUMO energy (alpha / beta) is -0.207 / -0.272 Eh. The expectation value of S² is 6.01. Its spin multiplicity is 5. Its net charge is +2. The value obtained for the relative energy (zero: lowest compared OMol25 entry of this formula, charge and spin) is 46.0 kcal/mol.

Results of the Mulliken charge analysis, in e, for atoms 1 through 2:
1 Pd -1.328
2 C 0.904

---

Record 2
Entry from OMol25: a 2-piece molecular cluster, C4H8FNO overall (ωB97M-V with the def2-TZVPD basis set).

```
15
C4H8FNO | OMol25 | ωB97M-V with the def2-TZVPD basis set
C 0.42 1.49 -0.34
C 0.26 1.38 1.17
C -0.43 -0.52 0.13
C -0.86 -1.94 -0.18
N -0.44 0.45 -0.84
O -0.15 -0.02 1.32
F 1.67 -1.26 -0.77
H 0.31 2.46 -0.83
H 1.37 1.14 -0.52
H 1.30 1.42 1.67
H -0.44 2.04 1.69
H -0.24 -2.60 0.56
H -0.62 -2.11 -1.25
H -1.93 -2.04 -0.07
H -0.23 0.11 -1.74
```

Its LUMO energy is 0.024 Eh. Its spin multiplicity is 1. Its net charge is 0. The value obtained for the relative energy (zero: lowest compared OMol25 entry of this formula, charge and spin) is 36.9 kcal/mol.

Results of the Mulliken charge analysis, in e, for atoms 1 through 2:
1 C -0.463
2 C -0.356

---

Record 3
Entry from OMol25: one molecule with the formula C5H10O (ωB97M-V with the def2-TZVPD basis set).

```
16
C5H10O | OMol25 | ωB97M-V with the def2-TZVPD basis set
O 1.73 0.43 1.17
C 1.01 0.49 -0.06
C -0.37 1.16 0.19
C -1.43 0.05 -0.05
C -0.67 -1.31 -0.01
C 0.73 -0.90 -0.57
H 1.88 1.36 1.40
H 1.74 0.82 -0.82
H -0.44 1.49 1.24
H -0.55 2.04 -0.42
H -1.91 0.21 -1.02
H -2.24 0.09 0.70
H -0.66 -1.69 1.01
H -1.21 -2.04 -0.63
H 1.77 -1.29 -0.46
H 0.64 -0.90 -1.66
```

Its LUMO energy is 0.038 Eh. Its SMILES is OC1CCCC1. Its spin multiplicity is 1. Its net charge is 0. The value obtained for the relative energy (zero: lowest compared OMol25 entry of this formula, charge and spin) is 19.6 kcal/mol.

Results of the Mulliken charge analysis, in e, for atoms 1 through 2:
1 O -0.562
2 C 0.278

---

Record 4
Entry from OMol25: C17H33AlN5O3S as an isolated structure (ωB97M-V with the def2-TZVPD basis set).

```
60
C17H33AlN5O3S | OMol25 | ωB97M-V with the def2-TZVPD basis set
C -0.83 -2.02 2.76
C 0.32 -1.71 2.11
Al 0.79 0.11 1.29
C 1.28 -0.24 -0.67
C 0.12 -0.97 -1.45
C 0.03 -2.52 -1.24
C 1.37 -3.23 -0.96
N 1.25 -4.71 -0.92
C 0.25 -5.18 -0.02
N -0.94 -5.43 -0.37
N 0.58 -5.43 1.40
N -0.66 1.35 1.26
C -1.25 1.62 2.59
C -0.37 2.61 3.44
C 2.36 0.84 2.38
C 3.06 0.01 3.32
C 4.11 0.71 4.02
C 4.35 2.06 3.74
N 3.76 2.89 2.85
C 2.79 2.19 2.22
H -0.77 -2.74 3.61
H -1.84 -1.67 2.48
H 1.11 -2.51 2.03
H 1.38 0.77 -1.14
H 2.28 -0.72 -0.77
H -0.83 -0.54 -1.06
H 0.13 -0.70 -2.54
H -0.36 -2.95 -2.20
H -0.76 -2.72 -0.49
H 1.88 -2.79 -0.06
H 2.06 -2.99 -1.81
H 2.15 -5.16 -0.76
H -1.44 -5.74 0.46
H 1.47 -5.95 1.42
H 0.79 -4.55 1.87
H -1.41 1.05 0.63
H -1.51 0.70 3.17
H -2.21 2.17 2.42
H -1.07 3.11 4.15
H 0.42 2.06 4.00
H 0.05 3.37 2.75
H 2.84 -1.05 3.52
H 4.72 0.19 4.77
H 5.15 2.55 4.35
H 2.23 2.78 1.46
O -1.59 1.35 -2.79
S -2.81 2.03 -3.10
O -3.88 1.39 -3.81
O -2.45 3.41 -3.84
C -1.63 3.36 -5.02
C -2.41 2.86 -6.23
C -3.46 2.74 -1.62
H -0.75 2.74 -4.83
H -1.29 4.37 -5.20
H -2.70 1.82 -6.11
H -1.80 2.94 -7.13
H -3.32 3.44 -6.36
H -2.66 3.27 -1.10
H -3.83 1.93 -1.00
H -4.27 3.42 -1.88
```

Its LUMO energy is 0.090 Eh. Its spin multiplicity is 1. Its net charge is -1.

Results of the Mulliken charge analysis, in e, for atoms 1 through 2:
1 C -0.709
2 C -0.032

---

Record 5
Entry from OMol25: one molecule with the formula C11H12O2 (ωB97M-V with the def2-TZVPD basis set).

```
25
C11H12O2 | OMol25 | ωB97M-V with the def2-TZVPD basis set
C 0.46 -1.69 2.03
C 1.17 -1.34 1.12
C 1.91 -0.64 0.08
O 3.14 -0.01 0.45
C 0.90 0.71 -0.46
C 1.24 1.95 0.44
O 1.41 0.91 -1.76
C -0.43 0.13 -0.45
C -1.27 0.47 0.54
C -2.54 -0.03 0.61
C -3.05 -0.81 -0.43
C -2.20 -1.00 -1.57
C -0.89 -0.65 -1.54
H -0.14 -2.26 2.80
H 1.95 -1.26 -0.83
H 3.50 -0.56 1.28
H 2.26 2.30 0.35
H 0.50 2.77 0.12
H 1.10 1.60 1.51
H 2.28 1.34 -1.62
H -1.10 1.17 1.30
H -3.22 0.33 1.33
H -4.05 -1.14 -0.46
H -2.65 -1.51 -2.43
H -0.28 -0.76 -2.40
```

Its LUMO energy is 0.025 Eh. Its SMILES is C#C[C@H](O)[C@@](C)(O)c1ccccc1. Its spin multiplicity is 1. Its net charge is 0. The value obtained for the relative energy (zero: lowest compared OMol25 entry of this formula, charge and spin) is 92.1 kcal/mol.

Results of the Mulliken charge analysis, in e, for atoms 1 through 2:
1 C 0.065
2 C -0.605

---

Record 6
Entry from OMol25: C16H36Be2N4O18S2 as an isolated structure (ωB97M-V with the def2-TZVPD basis set).

```
78
C16H36Be2N4O18S2 | OMol25 | ωB97M-V with the def2-TZVPD basis set
Be -0.93 1.86 -1.78
Be 1.38 0.25 -4.59
O 3.54 -0.90 -3.54
C 4.13 0.05 -2.65
C 5.42 0.82 -2.99
O 5.95 1.26 -4.28
H 4.19 -0.50 -1.71
H 3.37 0.77 -2.37
H 6.23 0.14 -2.72
H 5.61 1.60 -2.24
O -0.30 -0.50 -2.67
C 0.08 -1.20 -1.46
C 0.69 -0.43 -0.20
O -0.15 0.63 0.32
H 0.73 -2.03 -1.73
H -0.80 -1.66 -1.02
H 1.72 -0.11 -0.32
H 0.87 -1.16 0.60
C 4.19 -2.45 0.28
N 5.54 -2.66 0.89
O 6.47 -2.73 0.03
O 5.74 -2.86 2.11
H 3.82 -1.48 0.62
H 3.67 -3.31 0.70
H 4.21 -2.57 -0.80
C 2.15 0.42 2.98
N 3.02 1.67 2.99
O 2.75 2.61 3.82
O 3.96 1.70 2.26
H 2.28 -0.05 3.96
H 2.60 -0.08 2.12
H 1.08 0.62 2.92
C -4.20 -1.92 -3.96
C -2.84 -1.66 -4.54
O -2.97 -1.32 -5.91
S -4.51 -1.23 -6.34
O -4.65 -1.93 -7.59
O -4.85 0.21 -6.35
O -5.05 -2.12 -5.04
H -4.43 -1.01 -3.39
H -4.30 -2.61 -3.13
H -2.00 -2.31 -4.31
H -2.34 -0.77 -4.15
C -0.32 -2.80 3.51
C 0.53 -3.42 2.46
O 1.86 -3.60 3.05
S 1.84 -3.06 4.67
O 2.96 -2.18 4.96
O 1.52 -4.26 5.51
O 0.49 -2.14 4.44
H -0.86 -3.58 4.04
H -1.03 -2.10 3.06
H 0.42 -2.97 1.48
H 0.25 -4.46 2.28
C -0.61 5.00 0.20
O -0.77 3.97 -0.45
N -0.23 5.06 1.47
C 0.14 3.83 2.17
C -0.32 6.29 2.24
H -0.79 6.02 -0.15
H -0.68 3.80 2.88
H 1.06 3.83 2.75
H 0.06 2.84 1.71
H -1.26 6.37 2.79
H 0.61 6.40 2.79
H -0.50 7.17 1.61
C -3.57 -0.17 -0.56
O -3.34 0.38 -1.68
N -4.40 0.32 0.37
C -4.66 -0.44 1.63
C -5.45 1.23 0.12
H -2.97 -0.98 -0.11
H -3.65 -0.71 1.91
H -5.20 -1.37 1.45
H -5.11 0.02 2.51
H -5.22 1.80 -0.78
H -6.45 0.80 0.08
H -5.43 2.07 0.81
```

Its LUMO energy is -0.144 Eh. Its spin multiplicity is 1. Its net charge is 0.

Results of the Mulliken charge analysis, in e, for atoms 1 through 2:
1 Be 1.084
2 Be 0.531

---

Record 7
Entry from OMol25: a 2-piece molecular cluster, C5H14 overall (ωB97M-V with the def2-TZVPD basis set).

```
19
C5H14 | OMol25 | ωB97M-V with the def2-TZVPD basis set
C 0.56 2.08 -2.02
C 0.56 1.14 -0.81
C -0.38 1.75 0.24
H -0.42 1.99 -2.49
H 1.35 1.90 -2.75
H 0.81 3.11 -1.73
H 0.16 0.18 -1.16
H 1.54 0.93 -0.36
H 0.14 2.54 0.75
H -1.32 2.00 -0.23
H -0.60 1.15 1.13
C -1.01 -2.20 1.21
C 0.47 -2.55 1.12
H -1.64 -2.73 1.93
H -1.13 -1.15 1.50
H -1.59 -2.26 0.29
H 0.72 -3.17 0.27
H 0.76 -3.10 2.02
H 0.99 -1.60 1.08
```

Its LUMO energy is 0.042 Eh. Its SMILES is CCC.CC. Its spin multiplicity is 1. Its net charge is 0. The value obtained for the relative energy (zero: lowest compared OMol25 entry of this formula, charge and spin) is 10.8 kcal/mol.

Results of the Mulliken charge analysis, in e, for atoms 1 through 2:
1 C -1.258
2 C -0.034

---

Record 8
Entry from OMol25: C3H12N6O3Tl as an isolated structure (ωB97M-V with the def2-TZVPD basis set).

```
25
C3H12N6O3Tl | OMol25 | ωB97M-V with the def2-TZVPD basis set
Tl -18.08 1.01 7.78
C -10.95 2.19 6.30
O -12.15 2.27 6.55
N -10.26 3.17 5.86
N -10.18 1.14 6.40
H -9.26 3.14 6.00
H -10.71 4.05 5.64
H -10.71 0.41 6.85
H -9.19 1.18 6.18
C -15.72 3.51 1.60
O -16.44 3.16 2.49
N -14.72 2.84 1.21
N -15.81 4.59 0.93
H -14.37 2.06 1.75
H -14.35 3.09 0.31
H -16.59 5.21 1.10
H -15.21 4.75 0.14
C -24.37 -2.50 9.26
O -23.32 -1.89 9.30
N -25.09 -2.65 8.22
N -24.92 -3.05 10.35
H -26.09 -2.80 8.25
H -24.64 -2.19 7.44
H -24.33 -3.07 11.17
H -25.81 -3.52 10.29
```

Its LUMO energy is -0.576 Eh. Its spin multiplicity is 1. Its net charge is +3. The value obtained for the relative energy (zero: lowest compared OMol25 entry of this formula, charge and spin) is 57.0 kcal/mol.

Results of the Mulliken charge analysis, in e, for atoms 1 through 2:
1 Tl 1.001
2 C 0.782

---

Record 9
Entry from OMol25: one molecule with the formula C22H24N4O6S (ωB97M-V with the def2-TZVPD basis set).

```
57
C22H24N4O6S | OMol25 | ωB97M-V with the def2-TZVPD basis set
C -4.37 -0.43 -4.97
O -3.02 -0.07 -5.09
C -2.30 0.16 -3.94
C -2.84 -0.02 -2.67
C -2.09 0.19 -1.52
C -2.78 -0.05 -0.23
O -3.98 -0.26 -0.15
N -2.00 -0.02 0.89
C -2.54 -0.39 2.17
C -1.81 -1.55 2.74
N -1.80 -2.01 3.95
N -0.91 -3.02 3.99
C -0.42 -3.13 2.80
S 0.84 -4.18 2.23
C 1.41 -3.12 0.85
C 1.62 -1.67 1.29
O 1.16 -0.75 0.64
N 2.33 -1.56 2.43
C 2.65 -0.40 3.16
C 3.18 -0.57 4.43
C 3.51 0.54 5.19
C 3.32 1.81 4.68
C 2.80 1.99 3.41
C 2.59 3.37 2.86
C 2.46 0.88 2.65
O -0.96 -2.24 1.94
C -0.77 0.61 -1.63
C -0.21 0.78 -2.88
O 1.08 1.17 -3.10
C 1.90 1.40 -1.98
C -0.96 0.57 -4.06
O -0.26 0.78 -5.20
C -0.90 0.86 -6.45
H -4.95 0.34 -4.45
H -4.73 -0.52 -5.99
H -4.49 -1.39 -4.46
H -3.86 -0.33 -2.54
H -0.99 -0.03 0.79
H -3.60 -0.65 2.00
H -2.50 0.43 2.89
H 0.68 -3.15 0.04
H 2.34 -3.56 0.51
H 2.60 -2.42 2.89
H 3.32 -1.56 4.83
H 3.92 0.41 6.18
H 3.58 2.67 5.27
H 3.50 3.96 2.95
H 2.29 3.34 1.82
H 1.81 3.89 3.43
H 2.06 1.01 1.66
H -0.17 0.79 -0.76
H 1.96 0.52 -1.33
H 1.54 2.26 -1.39
H 2.89 1.63 -2.38
H -1.70 1.61 -6.45
H -1.32 -0.11 -6.76
H -0.12 1.16 -7.15
```

Its LUMO energy is 0.010 Eh. Its SMILES is COc1cc(C(=O)NCc2nnc(SCC(=O)Nc3cccc(C)c3)o2)cc(OC)c1OC. Its spin multiplicity is 1. Its net charge is 0. The value obtained for the relative energy (zero: lowest compared OMol25 entry of this formula, charge and spin) is 55.9 kcal/mol.

Results of the Mulliken charge analysis, in e, for atoms 1 through 2:
1 C -0.945
2 O -0.451

---

Record 10
Entry from OMol25: a 2-piece molecular cluster, C4H8O2 overall (ωB97M-V with the def2-TZVPD basis set).

```
14
C4H8O2 | OMol25 | ωB97M-V with the def2-TZVPD basis set
C 0.83 -1.31 0.47
C -0.29 -0.51 -0.20
O -1.50 -1.27 -0.23
C -0.60 0.75 0.58
C -0.97 1.91 0.09
O -1.22 2.98 -0.32
H 1.00 -2.25 -0.07
H 1.77 -0.76 0.48
H 0.55 -1.55 1.50
H 0.02 -0.26 -1.23
H -1.28 -2.17 -0.51
H -0.71 0.67 1.65
H 1.27 1.77 -0.76
H 1.14 2.01 -1.44
```

Its LUMO energy is 0.033 Eh. Its SMILES is C[C@@H](O)C=C=O.[H][H]. Its spin multiplicity is 1. Its net charge is 0. The value obtained for the relative energy (zero: lowest compared OMol25 entry of this formula, charge and spin) is 62.2 kcal/mol.

Results of the Mulliken charge analysis, in e, for atoms 1 through 2:
1 C -1.262
2 C 0.563

---

Record 11
Entry from OMol25: an isolated ion of composition C3HNO3S and charge -2 (ωB97M-V with the def2-TZVPD basis set).

```
9
C3HNO3S | OMol25 | ωB97M-V with the def2-TZVPD basis set
H 0.61 -0.55 -0.31
N 0.03 0.24 -0.53
C -0.72 0.40 0.47
O -0.71 0.07 1.64
S -2.00 1.78 -0.03
C -3.32 0.87 -0.72
C -3.30 -0.67 -0.19
O -3.03 -1.88 -0.26
O -4.13 0.06 0.49
```

Its LUMO energy is 0.236 Eh. Its SMILES is [H]/N=C(\[O-])SC1=C([O-])O1. Its spin multiplicity is 1. Its net charge is -2. The value obtained for the relative energy (zero: lowest compared OMol25 entry of this formula, charge and spin) is 76.6 kcal/mol.

Results of the Mulliken charge analysis, in e, for atoms 1 through 2:
1 H 0.220
2 N -0.774

---

Record 12
Entry from OMol25: one molecule with the formula C4H8N4 (ωB97M-V with the def2-TZVPD basis set).

```
16
C4H8N4 | OMol25 | ωB97M-V with the def2-TZVPD basis set
C -2.28 1.58 -0.24
N -1.83 0.12 -0.34
C -0.50 -0.12 -0.12
N 0.36 0.67 -0.63
C 1.71 0.46 -0.50
N 2.83 0.40 -0.44
N -0.35 -1.20 0.68
C 0.94 -1.67 1.18
H -1.36 2.16 -0.74
H -2.24 2.02 0.82
H -3.28 1.69 -0.60
H -2.02 -0.15 -1.14
H -1.16 -1.60 0.87
H 1.36 -2.09 0.50
H 0.78 -2.66 1.94
H 1.62 -0.87 1.59
```

Its LUMO energy is 0.025 Eh. Its SMILES is CNC(=NC#N)NC. Its spin multiplicity is 1. Its net charge is 0. The value obtained for the relative energy (zero: lowest compared OMol25 entry of this formula, charge and spin) is 86.3 kcal/mol.

Results of the Mulliken charge analysis, in e, for atoms 1 through 2:
1 C -0.750
2 N -0.386

---

Which of these has the lowest net charge? C3HNO3S

---

Which value of net charge does entry 4 give? -1